No. 1
Entry from the OMol25 dataset: a structure of composition C18H37As3BrNORhS at a distorted geometry (ωB97M-V/def2-TZVPD).

Values from the calculation:
Net charge   +3
E   -10627.075891 Ha
⟨S²⟩   6.01
Spin multiplicity   5
Largest force on an atom   2.0 eV/Å
Gap between HOMO and LUMO (alpha / beta)   9.00 / 5.71 eV

XYZ file:
```
63
C18H37As3BrNORhS, DFT ωB97M-V/def2-TZVPD
H 1.432 3.552 -0.489
H 1.839 6.065 -1.032
H -1.900 -2.957 2.674
H -1.161 3.758 -1.393
H -0.514 4.504 4.007
Rh -0.113 0.549 0.374
H 2.939 2.614 1.221
C -0.973 3.093 -2.239
H 4.485 -0.987 0.696
Br -3.382 5.415 3.966
C -2.196 2.534 1.225
H 3.191 -2.181 0.954
H 2.910 0.424 -1.798
H -2.629 1.975 0.402
H -3.668 -2.994 2.680
S -2.837 -1.125 1.450
H 3.555 1.623 -2.934
H 4.410 3.658 -2.182
C 0.710 0.969 -3.552
H 1.938 3.561 -2.196
C 2.598 0.057 2.937
H -0.230 0.630 -3.993
C -4.211 -1.258 0.264
H 3.651 0.220 3.178
N -0.902 2.324 1.487
C -0.337 3.015 2.479
C 3.436 5.355 1.482
C 3.600 1.265 -1.906
As 4.173 5.319 -0.339
C 2.845 6.364 -1.331
H 2.336 -0.956 3.251
H 2.381 5.078 1.446
H 3.514 6.382 1.843
C 3.464 -1.269 0.419
C -2.375 4.165 2.964
H 2.984 7.415 -1.073
H 1.988 0.751 3.514
H -5.143 -1.241 0.821
O -1.601 -1.014 0.553
H -4.181 -0.397 -0.398
C 3.270 1.839 0.521
H 4.314 1.601 0.753
C 4.285 3.462 -1.112
H 0.705 2.802 2.688
H -0.586 3.679 -3.078
C -2.969 3.425 1.938
H 5.240 3.071 -0.751
C 3.199 2.368 -0.919
H 4.614 0.916 -1.720
H 3.421 -1.475 -0.651
As 0.315 1.694 -1.771
H 1.394 0.119 -3.529
H 2.975 6.265 -2.407
H -1.921 2.649 -2.547
C -2.790 -2.834 2.060
H 3.991 4.715 2.164
H -4.013 3.544 1.698
As 2.266 0.168 1.010
C 1.826 2.932 -1.305
C -1.019 3.954 3.227
H -4.148 -2.173 -0.317
H 1.133 1.755 -4.189
H -2.780 -3.542 1.237
```


No. 2
Entry from the OMol25 dataset: a cluster of 3 separate species, C18H37BFN2O7 in total at a distorted geometry (ωB97M-V/def2-TZVPD).

Values from the calculation:
Net charge   +1
E   -1468.228854 Ha
Spin multiplicity   1
Largest force on an atom   8.8 eV/Å
Gap between HOMO and LUMO   6.53 eV

XYZ file:
```
66
C18H37BFN2O7, DFT ωB97M-V/def2-TZVPD
C 1.349 -2.306 1.781
H 6.285 -2.551 4.704
O -4.828 1.960 3.201
B -4.209 1.280 2.046
H -2.026 3.859 -6.114
C 1.206 1.341 -0.175
C -3.168 0.008 2.097
O -4.596 1.768 0.677
H -1.631 0.345 -3.226
H -3.629 3.167 -6.411
H -7.107 1.659 -1.280
N -3.389 -1.336 2.800
C -1.448 1.422 -3.271
O -1.130 1.803 -4.601
H -1.959 1.375 -6.416
H 1.351 0.884 0.915
C -5.533 0.753 0.118
H -2.323 1.959 -2.888
C -1.711 0.058 1.320
C -2.438 4.696 -3.878
H 4.566 -2.708 5.115
N -1.137 -1.314 1.600
H -6.501 0.727 0.815
H -1.956 -3.256 2.834
O 4.922 -2.368 3.126
H -2.048 1.950 0.007
H 0.375 -1.518 -0.137
H -0.593 1.658 -2.629
H 1.640 -1.999 2.889
H -1.426 4.289 -3.806
C 2.240 0.475 -1.146
C 6.867 -4.976 3.190
H 2.012 -3.113 1.207
O -3.337 3.776 -4.488
C -6.072 1.111 -1.393
H 1.470 2.482 -0.190
C -1.146 1.351 0.485
H -2.798 4.909 -2.867
C -2.278 1.795 -5.456
C 5.283 -2.171 4.488
H -3.064 1.146 -5.050
H -0.620 2.067 1.282
H 5.459 -1.452 1.386
C -2.115 -2.131 2.470
H -5.817 2.009 2.955
H 7.364 -5.288 4.114
H -5.317 1.845 -1.935
H 5.233 -1.105 4.732
C 5.952 -1.953 2.225
H 6.070 -3.869 1.192
O -0.188 1.035 -0.585
H 1.667 -0.266 -1.876
H 2.865 1.222 -1.807
H 7.458 -2.796 0.942
H -5.060 -0.316 0.068
F -4.470 -1.716 3.523
C 6.738 -3.152 1.687
C -2.806 3.214 -5.690
H 6.621 -1.227 2.703
H 6.981 -5.771 2.448
O 7.491 -3.788 2.724
H -6.203 0.129 -2.017
C 0.205 -1.726 1.026
H 3.029 -0.158 -0.517
H -2.422 5.629 -4.449
H 5.804 -4.824 3.406
```


No. 3
Entry from the OMol25 dataset: a cluster of 4 separate species, C18H37Cl2N4O7Si in total (ωB97M-V/def2-TZVPD).

Values from the calculation:
E   -2663.295482 Ha
⟨S²⟩   0.75
Spin multiplicity   2
Largest force on an atom   0.9 eV/Å
Gap between HOMO and LUMO (alpha / beta)   8.39 / 9.31 eV

XYZ file:
```
69
C18H37Cl2N4O7Si, DFT ωB97M-V/def2-TZVPD
H 4.140 -3.027 -0.864
O -5.563 1.914 -4.042
N -4.972 2.811 -4.604
H 3.208 -2.387 -2.254
C 0.284 -0.689 -1.134
C 1.800 -0.437 -0.891
H 2.949 -1.117 1.836
C -0.180 -0.003 -2.428
C 0.734 1.678 5.183
H 0.120 -1.652 2.077
H 0.734 2.068 1.064
Si -0.602 0.120 0.399
O -1.434 2.448 5.486
H -2.655 -0.907 1.303
O -2.295 4.472 2.285
H 4.410 -1.388 -1.460
H 2.306 -0.122 -1.803
C 1.219 -4.289 -1.493
H 0.917 2.744 5.122
H 4.400 -1.617 1.013
H 1.256 1.219 6.018
H 0.988 1.175 4.255
H 1.113 -0.167 2.149
H -3.038 0.643 0.547
H 3.769 0.010 0.700
N -0.722 1.465 5.406
H 1.904 -4.971 -0.986
H -1.202 -4.165 0.088
C 0.684 -3.254 -0.491
C 0.336 -0.203 -3.645
C -0.205 -4.030 0.505
H -0.236 -2.491 -2.273
C 1.466 -1.123 -3.989
H 0.215 -5.022 0.683
H -2.803 -0.799 -0.441
C 0.109 -0.569 2.001
H 2.427 -0.601 -3.925
H -0.524 -0.161 2.796
C -0.157 -2.179 -1.228
H 1.504 -1.982 -3.323
C -1.740 5.358 4.356
H -1.534 4.672 5.169
C 3.647 -2.153 -1.290
H -2.782 5.653 4.330
H 1.748 -3.843 -2.334
H 1.365 -1.479 -5.013
O 2.449 -3.518 0.984
H -0.975 2.468 1.080
H -1.079 6.219 4.402
H -3.201 3.394 -5.565
C 2.645 -1.581 -0.272
C -0.201 1.953 0.508
Cl -1.558 1.063 -2.339
H -1.178 -2.232 -0.844
C 3.491 -1.026 0.896
O -0.279 4.220 2.986
H -0.247 -3.535 1.474
N 1.799 -2.664 0.293
H -3.006 2.211 -4.229
H -3.678 1.678 -5.787
N -1.418 4.627 3.104
H 1.876 0.423 -0.219
C -3.598 2.506 -5.089
O -5.409 3.925 -4.797
Cl -0.292 0.619 -5.041
H 0.372 -4.866 -1.870
O -1.108 0.323 5.483
C -2.443 -0.266 0.441
H -0.072 2.438 -0.459
```


No. 4
Entry from the OMol25 dataset: a cluster of 5 separate species, C18H37FN2O17S in total at a distorted geometry (ωB97M-V/def2-TZVPD).

Values from the calculation:
SMILES   NC1(N)OS(=O)(=O)O[C@]1(O)F.CCOC(=O)OC.CCOC(=O)OC.CCOC(=O)OC.CCOC(=O)OC
E   -2594.609103 Ha
Spin multiplicity   1
Largest force on an atom   7.8 eV/Å
Gap between HOMO and LUMO   9.69 eV

XYZ file:
```
76
C18H37FN2O17S, DFT ωB97M-V/def2-TZVPD
H -4.212 3.522 6.480
O 0.616 -1.147 0.147
H -2.445 5.248 7.053
C 0.067 -1.334 -7.610
O 0.750 -2.345 -7.554
C -0.807 -0.909 0.451
H 2.751 -0.824 -6.707
C -0.795 -1.941 -9.690
C 9.287 3.898 -0.047
C 0.928 -0.495 -5.578
H 9.590 4.471 -0.930
H -4.297 1.393 2.213
O 7.313 3.767 -1.837
O 7.945 4.194 0.329
H 3.865 4.659 -0.670
O 5.810 4.284 -0.177
C -0.132 -6.706 2.739
H 0.576 0.185 -4.796
C 4.728 4.144 -1.107
H 4.958 4.648 -2.053
O -3.237 -5.131 3.105
H -4.836 -6.310 3.759
O -1.216 -5.796 2.565
C -4.160 2.391 1.784
H -0.970 -2.961 -9.332
O 2.369 0.674 -0.303
O 1.118 -0.431 -2.308
O -0.349 1.281 -0.723
H 9.394 2.824 -0.228
O -2.450 -7.094 4.002
O 0.047 -0.332 -6.698
H 0.862 -1.512 -5.174
C -4.161 4.494 5.973
H -4.851 5.165 6.495
N -0.783 -0.443 1.909
H -1.555 -0.978 2.364
F -2.294 1.052 0.611
H -0.627 -2.950 0.582
C 4.387 2.681 -1.319
O -4.624 4.390 4.621
H -2.036 4.408 5.545
H -5.239 -4.878 5.812
O -0.786 -1.007 -8.614
O -4.651 3.403 2.659
C -4.283 -4.855 5.280
H -3.582 -5.512 5.804
H -5.201 -4.635 3.352
C -4.151 3.331 3.918
H -3.105 2.574 1.559
H -3.870 -3.842 5.335
H -2.720 6.026 5.474
H 3.006 -0.163 -5.081
H 9.942 4.176 0.783
N -1.437 -2.284 0.395
H -4.728 2.444 0.851
H 0.643 -6.455 2.010
C 7.049 4.061 -0.681
S 0.990 0.186 -0.891
H 0.287 -6.596 3.744
O -3.389 2.473 4.337
H 3.500 2.577 -1.952
H 4.201 2.185 -0.361
C -4.462 -5.283 3.834
H 0.148 -1.882 -10.242
C 2.352 -0.133 -5.957
H 2.392 0.869 -6.397
H -1.611 -1.671 -10.367
H -1.744 -2.547 -0.579
H -0.447 -7.740 2.562
C -2.319 -6.110 3.289
C -1.464 0.338 -0.387
H 5.214 2.146 -1.797
C -2.760 5.078 6.019
H -2.351 0.553 -2.250
H 0.153 -0.786 2.260
O -2.106 -0.175 -1.607
```